[1]
Formula: C4H10P2
Source: the OMol25 dataset
Level of theory: ωB97M-V with the def2-TZVPD basis set

SMILES ... C=PC[P@@H](=C)C
Charge ... 0
2S+1 ... 1
Highest occupied orbital energy ... -7.335 eV
Relative energy (zero: lowest compared OMol25 entry of this formula, charge and spin) ... 56.2 kcal/mol

Bonds (Å) are listed after each position.
Element x y z (Å)
1 C 2.497 0.742 -1.869  P2 1.663, H7 1.071, H8 1.127
2 P 1.410 -0.492 -1.630  C1 1.663, C3 2.016
3 C -0.114 0.478 -0.734  P2 2.016, P4 1.797, H9 1.115, H10 1.208
4 P -0.565 -0.104 0.905  C3 1.797, C5 1.735, C6 1.856, H11 1.447
5 C -1.415 0.858 2.071  P4 1.735, H12 1.049, H13 1.038
6 C -1.138 -1.849 0.636  P4 1.856, H14 1.060, H15 1.163, H16 1.105
7 H 3.420 0.501 -2.355  C1 1.071
8 H 2.240 1.835 -1.973  C1 1.127
9 H -0.622 0.949 -1.608  C3 1.115
10 H 0.520 1.440 -0.372  C3 1.208
11 H 0.810 -0.360 1.275  P4 1.447
12 H -1.133 1.866 2.133  C5 1.049
13 H -2.440 0.704 2.019  C5 1.038
14 H -1.883 -2.022 -0.098  C6 1.060
15 H -0.336 -2.314 -0.067  C6 1.163
16 H -1.250 -2.231 1.667  C6 1.105

***

[2]
Formula: C4H10P2
Source: the OMol25 dataset
Level of theory: ωB97M-V with the def2-TZVPD basis set

SMILES ... C=PCP(C)C
Charge ... 0
2S+1 ... 1
Highest occupied orbital energy ... -8.331 eV
Relative energy (zero: lowest compared OMol25 entry of this formula, charge and spin) ... 15.0 kcal/mol

Bonds (Å) are listed after each position.
Element x y z (Å)
1 C -2.575 0.891 -0.758  P2 1.679, H7 1.019, H8 0.981
2 P -2.421 -0.119 0.574  C1 1.679, C3 1.824
3 C -0.886 -1.063 0.294  P2 1.824, P4 1.917, H9 1.269, H10 1.167
4 P 0.448 0.022 -0.554  C3 1.917, C5 1.919, C6 1.900
5 C 2.024 -1.052 -0.350  P4 1.919, H11 1.070, H12 1.088, H13 1.048
6 C 0.786 1.441 0.663  P4 1.900, H14 1.021, H15 1.041, H16 1.025
7 H -3.174 1.689 -0.552  C1 1.019
8 H -2.175 0.676 -1.628  C1 0.981
9 H -1.046 -2.048 -0.490  C3 1.269
10 H -0.473 -1.551 1.270  C3 1.167
11 H 2.887 -0.432 -0.227  C5 1.070
12 H 2.208 -1.680 -1.219  C5 1.088
13 H 1.931 -1.754 0.423  C5 1.048
14 H 1.730 1.784 0.479  C6 1.021
15 H 0.675 1.065 1.627  C6 1.041
16 H 0.060 2.132 0.446  C6 1.025

***

[3]
Formula: C4H10S2
Source: the OMol25 dataset
Level of theory: ωB97M-V with the def2-TZVPD basis set

SMILES ... CCSCCS
Charge ... 0
2S+1 ... 1
Highest occupied orbital energy ... -8.626 eV
Relative energy (zero: lowest compared OMol25 entry of this formula, charge and spin) ... 25.2 kcal/mol

Bonds (Å) are listed after each position.
Element x y z (Å)
1 C -2.359 0.278 -0.159  C2 1.500, H7 1.108, H8 1.083, H9 1.042
2 C -1.509 -0.821 -0.724  C1 1.500, S3 1.778, H10 1.115, H11 1.078
3 S -0.245 -1.344 0.412  C2 1.778, C4 1.852
4 C 0.842 0.092 0.844  S3 1.852, C5 1.520, H12 1.054, H13 1.122
5 C 1.892 0.502 -0.176  C4 1.520, S6 1.894, H14 1.180, H15 1.077
6 S 3.358 -0.689 -0.321  C5 1.894, H16 1.366
7 H -1.773 1.181 0.102  C1 1.108
8 H -3.180 0.661 -0.752  C1 1.083
9 H -2.875 -0.002 0.702  C1 1.042
10 H -1.142 -0.680 -1.768  C2 1.115
11 H -2.077 -1.737 -0.750  C2 1.078
12 H 0.282 0.972 0.995  C4 1.054
13 H 1.115 -0.229 1.884  C4 1.122
14 H 1.381 0.616 -1.233  C5 1.180
15 H 2.245 1.460 0.166  C5 1.077
16 H 4.043 -0.257 0.779  S6 1.366